Density functional theory data (ωB97M-V/def2-TZVPD) for a cluster of 2 separate species, C3H6F2N2 in total at a distorted geometry.

The calculation puts the total energy at -427.03822 Eh. The value obtained for the frontier orbital gap is 9.42 eV. Its energy above the lowest of the compared OMol25 structures with the same formula, charge and spin is 3.032 eV. The highest occupied orbital energy is -8.5 eV.

ORCA input file:
```
! wB97M-V def2-TZVPD RIJCOSX def2/J DEFGRID3
* xyz 0 1
C 0.679 -0.960 0.248
C 0.952 0.522 0.506
C -1.128 0.311 -0.325
N -0.758 -1.037 -0.080
N -0.329 1.150 0.454
F 1.741 0.979 -0.558
F -2.412 0.491 -0.151
H 1.322 -1.554 -0.506
H 0.791 -1.713 1.220
H 1.575 0.763 1.361
H -0.972 0.762 -2.055
H -1.310 -1.803 -0.226
H -0.151 2.092 0.112
*
```